(1)
C24H15Cl4CrINO5 | wB97M-V/def2-TZVPD

Structure (XYZ):
```
51
Properties=species:S:1:pos:R:3:lowdin_spin:R:1
H -1.316 -0.928 3.496 0.0001
Cl -0.594 -4.217 0.226 0.0013
H 0.397 -0.482 3.653 0.0002
O 2.349 1.691 0.442 0.0169
C -0.390 -3.760 -1.210 0.0016
Cl 3.597 7.378 1.219 0.0014
O 0.994 -0.007 -1.504 0.0156
C -0.353 -0.394 1.670 0.0060
H -0.810 -2.645 -5.017 0.0000
H -1.839 -5.488 0.669 0.0000
C 2.699 2.942 0.600 -0.0007
H -1.361 6.225 0.539 -0.0004
H -1.577 3.759 0.140 0.0006
H -0.054 -2.069 2.978 -0.0005
C -0.618 4.220 0.335 0.0131
C 3.984 3.401 0.800 0.0074
O -0.419 0.942 1.657 0.0089
H 0.892 7.197 0.917 0.0007
C -1.152 -1.212 0.616 0.0040
C -1.817 -4.556 1.227 0.0001
O 0.884 -0.771 0.890 0.0093
C -3.305 -4.445 1.180 0.0003
C -4.037 -3.407 0.789 -0.0001
C -0.479 5.600 0.549 -0.0026
Cr 0.493 1.369 0.057 2.8814
H -3.806 -5.315 1.577 0.0000
Cl -5.770 -3.535 0.901 0.0000
I 5.544 2.035 0.837 0.0020
H 5.262 5.105 1.138 -0.0004
C 0.181 -1.645 -0.008 0.0029
C 0.763 6.135 0.758 0.0127
C 0.408 -1.980 -2.588 0.0009
C -3.559 -2.128 0.247 0.0005
C -0.098 -3.240 -2.493 0.0026
H 0.670 -1.534 -3.534 0.0000
H -0.471 -4.324 -5.511 0.0000
H 0.864 -3.270 -4.986 0.0000
H -4.253 -1.559 -0.362 0.0001
H 0.264 -5.177 0.626 0.0005
N 0.421 3.415 0.339 -0.0174
Cl -1.512 1.465 -1.120 0.0214
C 4.244 4.775 0.984 -0.0031
C 0.546 -1.151 -1.434 0.0057
C 1.893 5.291 0.774 -0.0013
O -0.403 -4.032 -3.522 0.0014
C -2.344 -1.680 0.433 -0.0002
C -0.187 -3.521 -4.839 0.0001
C 1.664 3.922 0.573 0.0026
C -0.329 -1.016 3.041 -0.0019
C 3.236 5.695 0.977 0.0066
C 0.603 -3.074 0.271 -0.0001
```

Results
* HOMO-LUMO gap (alpha / beta): 6.7 / 6.8 eV
* spin multiplicity: 4
* energy relative to the best compared isomer or geometry (same formula, charge and spin): 0.000 eV
* F_max: 2.95 eV Å⁻¹
* expectation value of S²: 3.78
* LUMO (alpha / beta): -1.08 / -1.09 eV

---

(2)
C24H15Cl4GaIN2O4S5 | wB97M-V/def2-TZVPD

Structure (XYZ):
```
56
Properties=species:S:1:pos:R:3:nbo_charge:R:1
S -2.689 3.452 -2.930 0.5250
H 4.080 -1.940 2.681 0.2259
C 3.494 -1.022 2.606 -0.2011
Cl 6.795 -0.600 0.137 0.0336
S 0.054 0.201 -3.528 0.3478
H -1.006 -1.181 -5.286 0.2195
O -1.416 -0.698 -0.713 -0.8242
C -3.956 -0.880 -1.832 -0.6443
C 4.752 -2.152 -0.322 -0.1214
C -3.713 -0.690 -0.372 0.1562
H 5.106 0.258 3.182 0.2231
H -4.391 0.535 3.990 0.1944
C 3.415 -2.373 -0.706 -0.1752
O -2.738 1.730 3.863 -0.7407
H -1.776 1.801 3.738 0.4785
C -4.629 -0.220 1.688 -0.0109
H 1.781 -2.018 1.766 0.2330
H -5.038 -0.893 -1.954 0.2334
H -2.755 -0.251 4.247 0.1644
C -0.917 -0.172 2.149 0.1810
C -2.374 -0.557 0.135 0.3823
H -0.820 -0.057 3.255 0.1806
S -3.909 4.023 -5.516 -0.1006
Cl 2.782 -3.940 -0.885 0.0173
Cl 5.879 -3.394 -0.035 0.0292
C 3.241 1.359 2.889 -0.2201
C -1.106 1.517 -3.611 -0.4809
I 0.741 2.964 2.418 0.1913
H -1.781 -1.355 -3.638 0.2339
C 2.993 0.062 -0.691 0.2730
O 2.016 0.945 -0.764 -0.8448
C 3.992 0.188 2.952 -0.2141
C 2.560 -1.308 -0.900 0.3286
C -0.849 -1.309 -4.185 -0.6997
C -3.387 -0.033 2.279 -0.0663
C 5.199 -0.850 -0.311 -0.1328
O 1.274 -1.396 -1.215 -0.8676
C 2.224 -1.111 2.107 -0.2292
N -4.813 -0.564 0.403 -0.4056
H -0.232 -2.176 -4.050 0.2462
H -5.567 -0.054 2.282 0.1801
H -3.480 -0.030 -2.375 0.2230
C 4.348 0.262 -0.478 -0.1235
S -0.578 2.384 -0.990 -0.2368
N 0.161 -0.023 1.420 -0.5328
C -1.331 2.408 -2.601 -0.3296
C 1.912 1.271 2.419 -0.2061
Cl 4.951 1.874 -0.220 0.0010
S -1.864 1.867 -5.151 0.4459
C 1.427 0.035 2.029 0.1570
H 3.591 2.316 3.100 0.2212
C -3.341 0.444 3.667 -0.0829
C -2.876 3.170 -4.576 -0.5861
Ga 0.260 0.200 -0.859 1.6790
C -2.236 -0.263 1.529 -0.1440
H -3.462 -1.757 -2.232 0.2160
```

Results
* HOMO-LUMO gap: 6.8 eV
* energy relative to the best compared isomer or geometry (same formula, charge and spin): 1.001 eV
* F_max: 3.48 eV Å⁻¹
* charge: -1
* LUMO: 1.72 eV

---

(3)
C24H15F5IrN6OSbSe5Te | wB97M-V/def2-TZVPD

Structure (XYZ):
```
59
Properties=species:S:1:pos:R:3:lowdin_spin:R:1
H 3.982 0.903 -0.634 0.0013
H 3.485 0.212 4.235 0.0000
C 0.134 -1.470 -1.810 -0.0001
H 2.369 -1.789 0.555 0.0000
Se -1.432 -3.819 -5.844 0.0000
C -2.620 0.165 -3.736 0.0000
Te -2.555 1.918 0.834 0.0005
H -3.904 -1.505 1.336 0.0000
H -1.691 -0.848 0.502 0.0000
H 5.954 0.801 0.776 0.0025
C 1.791 -2.064 -0.316 0.0001
C 2.468 0.425 2.371 0.0001
H -3.350 2.151 -3.328 0.0000
C -2.662 1.363 -3.068 0.0000
C 4.982 0.717 1.239 0.0031
C -0.444 -2.915 -3.703 0.0000
C -0.850 -0.522 -2.238 -0.0001
C 2.566 0.728 0.978 0.0006
Se 2.550 6.055 -1.134 0.7556
C 1.275 -3.591 -2.065 0.0001
C 3.615 0.389 3.178 0.0000
O -1.073 3.531 0.105 0.0057
C 3.842 0.798 0.440 0.0023
C -1.909 -0.786 1.560 -0.0001
H -1.734 2.546 -1.555 -0.0001
C -1.665 -0.784 -3.363 0.0000
F -3.077 3.578 1.682 0.0001
N -2.076 -2.289 -5.233 0.0000
N 1.270 0.084 2.867 0.0000
Ir 0.727 0.858 0.050 -0.0006
C 4.860 0.553 2.613 0.0001
F -1.321 2.193 2.632 -0.0005
Se 5.388 3.643 -1.123 0.2403
C -3.138 -1.201 2.034 0.0000
C -0.915 -0.397 2.465 0.0000
Se 0.307 3.101 0.857 0.0087
C -1.777 1.568 -2.012 -0.0002
Sb 3.093 3.887 -0.125 0.0112
F -3.616 0.409 -0.293 0.0002
H 1.408 -4.513 -2.609 0.0000
H 2.743 -3.963 -0.539 0.0000
F -3.690 2.856 -0.497 0.0000
C -1.441 -1.979 -4.114 0.0000
C 0.325 -2.682 -2.522 0.0000
N -0.293 -3.970 -4.491 0.0000
C -3.409 -1.174 3.391 -0.0001
Se 1.726 2.174 -1.634 -0.0288
C 2.005 -3.288 -0.937 0.0000
H -3.271 -0.058 -4.568 0.0000
H -0.404 -0.074 4.512 0.0000
N 0.307 0.020 2.013 -0.0009
F -3.901 1.378 2.109 0.0002
C -1.183 -0.409 3.843 -0.0001
H 5.745 0.530 3.233 0.0000
C -2.430 -0.768 4.291 0.0000
N -0.942 0.651 -1.568 -0.0001
H -2.658 -0.704 5.346 0.0000
H -4.389 -1.448 3.748 0.0000
N 0.904 -1.178 -0.738 -0.0009
```

Results
* HOMO-LUMO gap (alpha / beta): 4.7 / 4.6 eV
* spin multiplicity: 2
* energy relative to the best compared isomer or geometry (same formula, charge and spin): 3.532 eV
* F_max: 5.11 eV Å⁻¹
* expectation value of S²: 0.77
* charge: -1
* LUMO (alpha / beta): -0.03 / 0.00 eV